Record 1
{"formula": "C5H6", "method": "ωB97M-V with the def2-TZVPD basis set", "elements": ["C", "C", "C", "C", "C", "H", "H", "H", "H", "H", "H"], "xyz": [[-1.418, -0.755, 0.453], [-0.782, 0.282, -0.201], [-2.483, 0.184, 0.178], [0.529, 0.738, -0.460], [1.734, -0.086, -0.405], [-0.913, -1.650, 1.055], [-3.417, 0.519, 0.669], [0.527, 1.700, -0.969], [2.395, -0.697, -0.972], [1.404, -0.735, 0.372], [2.423, 0.499, 0.278]], "gap_ha": 0.304, "smiles": "CC=C1C=C1", "de_lowest_kcal_mol": 125.1, "spin_multiplicity": 1, "e_homo_ha": -0.290, "lumo_energy_ev": 0.39}

***

Record 2
{"formula": "C8H8BrNO4S", "method": "ωB97M-V with the def2-TZVPD basis set", "elements": ["C", "C", "C", "C", "C", "C", "C", "C", "N", "O", "O", "O", "O", "S", "Br", "H", "H", "H", "H", "H", "H", "H", "H"], "xyz": [[-2.132, 2.900, -0.100], [-2.202, 1.547, -0.558], [-1.176, 3.045, 0.855], [-1.278, 0.773, 0.006], [1.883, -0.930, 1.242], [2.305, -0.580, -0.196], [-0.356, -1.379, 0.895], [-1.038, -0.633, -0.172], [-1.535, -1.308, -1.175], [-1.257, -2.669, -1.134], [-2.277, -0.773, -2.027], [0.562, -0.704, 1.701], [1.514, -0.122, -0.990], [-0.313, 1.632, 1.242], [-1.751, -1.991, 2.356], [-2.878, 3.713, -0.483], [-2.910, 1.174, -1.329], [-0.927, 4.049, 1.216], [2.050, -1.983, 1.576], [2.324, -0.425, 2.080], [3.330, -0.989, -0.400], [-1.359, -3.013, -2.062], [0.124, -2.232, 0.533]], "gap_ha": [0.293, 0.293], "de_lowest_kcal_mol": 15.7, "spin_multiplicity": 1, "e_homo_ha": [-0.297, -0.297], "lumo_energy_ev": [-0.12, -0.12]}

***

Record 3
{"formula": "C30H57IO15PS", "method": "ωB97M-V with the def2-TZVPD basis set", "elements": ["C", "C", "C", "O", "P", "C", "C", "O", "I", "O", "C", "S", "H", "H", "H", "H", "H", "H", "H", "H", "H", "O", "C", "O", "C", "C", "C", "H", "H", "H", "H", "H", "H", "H", "H", "O", "C", "O", "C", "C", "C", "H", "H", "H", "H", "H", "H", "H", "H", "O", "C", "O", "C", "C", "C", "H", "H", "H", "H", "H", "H", "H", "H", "O", "C", "O", "C", "C", "C", "H", "H", "H", "H", "H", "H", "H", "H", "O", "C", "O", "C", "C", "C", "H", "H", "H", "H", "H", "H", "H", "H", "O", "C", "O", "C", "C", "C", "H", "H", "H", "H", "H", "H", "H", "H"], "xyz": [[-6.326, -4.627, 6.777], [-5.654, -5.480, 6.210], [-4.566, -6.624, 5.981], [-4.472, -6.970, 4.585], [-3.247, -6.039, 3.731], [-4.407, -4.573, 3.277], [-4.462, -4.333, 1.705], [-3.936, -3.351, 1.222], [-5.493, -5.734, 0.351], [-2.650, -5.359, 5.241], [-3.031, -6.198, 6.332], [-2.211, -7.903, 6.410], [-7.008, -3.980, 7.385], [-4.991, -7.511, 6.546], [-3.771, -6.754, 2.569], [-2.236, -5.301, 2.967], [-2.259, -7.082, 3.710], [-5.476, -4.813, 3.573], [-4.062, -3.581, 3.715], [-2.825, -5.815, 7.370], [-3.203, -8.856, 6.246], [-0.691, -7.555, 2.634], [-0.566, -7.201, 1.490], [-1.592, -7.324, 0.629], [-1.609, -6.760, -0.686], [-0.930, -7.679, -1.684], [0.761, -6.699, 0.980], [-1.184, -5.753, -0.686], [-2.661, -6.650, -0.955], [0.115, -7.828, -1.442], [-0.997, -7.267, -2.693], [-1.401, -8.665, -1.674], [1.387, -7.552, 0.714], [1.244, -6.132, 1.777], [0.680, -6.024, 0.130], [-2.303, 3.424, -0.575], [-2.885, 2.468, -0.119], [-2.351, 1.244, -0.223], [-2.863, 0.079, 0.448], [-3.975, -0.568, -0.350], [-4.254, 2.620, 0.489], [-3.165, 0.317, 1.470], [-2.028, -0.618, 0.528], [-4.829, 0.103, -0.469], [-4.317, -1.480, 0.140], [-3.627, -0.817, -1.356], [-5.002, 2.612, -0.306], [-4.296, 3.576, 1.011], [-4.496, 1.857, 1.227], [2.255, 9.005, -1.739], [1.669, 8.047, -1.287], [2.200, 6.824, -1.396], [1.683, 5.658, -0.731], [0.570, 5.020, -1.535], [0.300, 8.200, -0.680], [1.380, 5.893, 0.292], [2.515, 4.956, -0.652], [-0.280, 5.695, -1.653], [0.220, 4.107, -1.051], [0.920, 4.774, -2.541], [-0.446, 8.197, -1.475], [0.260, 9.153, -0.153], [0.056, 7.434, 0.054], [1.401, -8.547, -2.743], [1.523, -8.186, -3.885], [0.492, -8.306, -4.743], [0.467, -7.739, -6.057], [1.136, -8.656, -7.061], [2.847, -7.681, -4.397], [0.892, -6.733, -6.058], [-0.587, -7.628, -6.320], [2.191, -8.808, -6.826], [1.063, -8.241, -8.069], [0.664, -9.640, -7.050], [3.473, -8.533, -4.670], [3.333, -7.119, -3.600], [2.764, -7.002, -5.244], [0.354, 4.904, 2.757], [1.232, 5.392, 3.423], [2.506, 4.992, 3.254], [3.639, 5.635, 3.851], [3.884, 5.118, 5.254], [0.913, 6.383, 4.511], [3.536, 6.722, 3.816], [4.496, 5.386, 3.222], [3.041, 5.332, 5.914], [4.780, 5.572, 5.680], [4.009, 4.033, 5.243], [0.620, 5.842, 5.413], [0.081, 7.004, 4.179], [1.730, 7.064, 4.741], [6.305, 11.407, -7.142], [5.948, 10.831, -6.143], [4.654, 10.843, -5.786], [4.099, 10.037, -4.733], [4.260, 10.709, -3.387], [6.952, 10.169, -5.236], [4.518, 9.028, -4.751], [3.036, 9.934, -4.957], [5.312, 10.848, -3.129], [3.787, 10.116, -2.603], [3.804, 11.702, -3.400], [7.380, 10.920, -4.570], [7.743, 9.741, -5.851], [6.543, 9.349, -4.649]], "gap_ha": 0.198, "charge": -1, "spin_multiplicity": 1, "e_homo_ha": -0.142, "lumo_energy_ev": 1.52}

***

Record 4
{"formula": "CH2N2S2", "method": "ωB97M-V with the def2-TZVPD basis set", "elements": ["C", "N", "N", "S", "S", "H", "H"], "xyz": [[2.683, 1.766, 0.230], [3.198, 2.614, -0.348], [1.782, 0.934, 0.612], [0.596, 0.833, 1.708], [-0.016, 0.690, -2.130], [-0.048, -0.174, 1.032], [1.090, 0.000, -1.633]], "gap_ha": [0.290, 0.257], "de_lowest_kcal_mol": 77.5, "spin_multiplicity": 1, "e_homo_ha": [-0.371, -0.351], "lumo_energy_ev": [-2.20, -2.54]}